A 6-piece molecular cluster, C15H45N3O6 overall in a non-equilibrium geometry. Source: the Open Molecules 2025 dataset; level of theory: ωB97M-V/def2-TZVPD.

Summary:
E_HOMO = -8.98 eV
energy relative to the best compared isomer or geometry (same formula, charge and spin) = 66.92 kcal/mol
E_LUMO = 0.60 eV
total charge = 0
structure (SMILES) = COC[C@H](C)N.COC[C@H](C)N.COC[C@H](C)N.CO.CO.CO

Each line ends with the Mulliken charge.
Positions of all 69 atoms, in Å:
C  -4.35139  1.74890  -0.93885  -0.39
O  -3.23416  1.25390  -1.65363  -0.49
H  -4.67883  1.18371  -0.06623  0.26
H  -4.10254  2.76147  -0.62123  0.04
H  -5.16867  1.94187  -1.63378  0.33
H  -2.48361  1.16969  -1.06103  0.31
C  -1.03284  -2.27688  -2.88315  -0.14
O  -1.56850  -3.53003  -2.87894  -0.56
H  -1.10798  -1.69400  -3.80113  0.29
H  -1.35708  -1.60980  -2.08442  0.07
H  0.02413  -2.38524  -2.63992  -0.01
H  -2.42045  -3.47042  -2.44050  0.33
C  1.19828  0.17665  -0.37260  -0.06
O  0.96444  1.51258  -0.90751  -0.58
H  2.19209  -0.15368  -0.67480  0.05
H  1.30984  0.21423  0.71102  0.22
H  0.45669  -0.56102  -0.67924  0.06
H  0.23042  2.00745  -0.53613  0.27
C  0.77621  -2.92353  2.03447  -1.17
C  -0.72394  -3.06341  2.40997  0.17
C  -1.05043  -2.50221  3.79352  -0.76
O  -0.90677  -1.11384  3.93751  -0.13
C  -0.76576  -0.79171  5.27543  -0.88
N  -1.37007  -2.21984  1.37655  -0.49
H  1.11072  -1.88615  2.02761  0.18
H  1.00648  -3.42637  1.09520  0.32
H  1.45328  -3.38748  2.75171  0.42
H  -1.14069  -4.07056  2.41871  0.35
H  -0.39731  -3.08846  4.43994  0.35
H  -2.08812  -2.75053  4.01631  0.40
H  -0.68187  0.29496  5.28939  0.21
H  0.04068  -1.22643  5.86601  0.35
H  -1.67006  -1.01798  5.84035  0.37
H  -1.03419  -1.27101  1.46033  0.11
H  -2.33977  -2.21024  1.65883  0.25
C  -0.80377  3.15444  2.56740  -1.65
C  -1.45344  3.27966  1.17947  1.12
C  -2.59275  4.38417  1.33232  -1.13
O  -3.58710  3.91813  2.31413  -0.28
C  -4.67472  4.70266  2.47555  -0.85
N  -0.52891  3.78591  0.12866  -0.62
H  -0.59496  4.11832  3.03155  0.36
H  0.14685  2.62486  2.50419  0.47
H  -1.35314  2.50519  3.24913  0.41
H  -1.92121  2.36647  0.81156  -0.27
H  -3.07435  4.70949  0.41019  0.56
H  -2.16088  5.31808  1.69206  0.46
H  -4.81593  5.49463  1.74006  0.35
H  -4.66413  4.99857  3.52456  0.28
H  -5.36214  3.85678  2.48257  0.25
H  0.17783  4.26916  0.66446  0.24
H  -0.94338  4.60183  -0.29866  0.26
C  2.81307  -0.65576  -3.84352  -1.19
C  4.17370  -0.74514  -3.12490  0.88
C  5.09832  -2.00165  -3.41145  -0.89
O  4.27659  -3.10627  -3.13625  -0.18
C  4.83228  -4.30702  -3.39882  -0.81
N  4.99427  0.39659  -3.51185  -0.77
H  2.76090  -0.64410  -4.93221  0.34
H  2.20795  0.21945  -3.60696  0.40
H  2.26440  -1.51935  -3.46767  0.14
H  3.88961  -0.77033  -2.07288  -0.13
H  6.00268  -1.89246  -2.81287  0.34
H  5.29051  -2.16392  -4.47203  0.43
H  4.04598  -5.04171  -3.22542  0.22
H  5.73078  -4.58505  -2.84791  0.29
H  5.09152  -4.33109  -4.45726  0.33
H  5.19388  0.17697  -4.47726  0.30
H  4.45148  1.24789  -3.53967  0.30

Cartesian forces, eV/Å:
0.303 1.390 -0.199
-0.310 -0.603 -0.141
0.071 -0.337 -0.167
-0.040 0.176 0.540
-0.025 -0.664 -0.093
0.021 0.018 0.045
1.973 1.986 0.676
-1.363 -1.311 0.006
-0.232 -0.306 -0.382
-0.603 -0.123 0.191
0.327 0.050 -0.355
-0.084 -0.292 -0.106
0.062 1.426 0.154
0.989 -1.565 -0.383
-0.138 0.146 -0.554
-0.492 -0.029 0.273
-0.085 0.066 0.014
-0.200 0.017 0.413
0.173 -1.141 0.888
1.053 2.681 -0.805
0.008 -1.155 -0.393
1.034 -0.881 -0.650
-0.780 1.562 0.978
-0.824 -1.197 0.078
-0.408 0.115 -0.293
-0.254 0.332 -0.174
-0.135 -0.250 0.329
0.339 -0.121 -0.436
0.057 0.287 0.737
-0.260 -0.215 0.209
0.232 0.035 0.247
0.497 -0.302 -0.593
-0.368 -0.196 0.044
0.122 0.110 0.185
-0.486 0.394 -0.411
0.532 -1.092 -0.475
-1.669 2.343 0.261
-0.391 -1.178 1.503
4.992 -0.805 -2.525
-1.650 -0.953 1.423
0.106 0.135 1.173
-0.249 0.071 -0.093
0.300 0.071 -0.321
-0.488 0.392 -0.072
0.042 -0.168 0.336
-0.275 -0.680 -0.427
0.492 0.060 0.390
-0.235 -0.069 0.104
-0.222 1.119 -0.046
-1.797 1.028 -0.441
0.880 -0.246 0.007
-0.523 -0.144 -0.700
-0.456 -1.242 0.309
0.133 0.229 -1.350
-2.641 0.799 -0.189
-0.577 1.404 2.004
0.060 -1.724 -1.005
0.576 -0.057 0.314
0.731 -0.444 -0.181
0.391 0.243 0.711
-0.455 -0.086 -0.364
0.602 0.175 0.243
0.092 -0.322 0.061
0.710 0.903 -0.386
0.217 -0.246 0.023
0.126 0.215 0.428
0.234 -0.374 -0.428
0.384 0.434 -0.326
-0.144 0.104 0.169